Entry from OMol25: a structure of composition C20H23AsCrIN5S4 (ωB97M-V/def2-TZVPD).

Computed properties:
Net charge: -1
E in eV: -169270.57774
Orbital gap (alpha / beta) in eV: 5.500 / 5.522
Energy above the lowest of the compared OMol25 structures with the same formula, charge and spin in kcal/mol: 13.18
Spin multiplicity: 4

Geometry as XYZ:
```
55
C20H23AsCrIN5S4, DFT ωB97M-V/def2-TZVPD
Cr -0.873 -0.414 0.485
S -1.208 -3.824 2.487
As -2.280 -1.992 2.560
S -0.800 -0.352 2.806
S -2.945 -1.497 0.485
S -3.817 -2.009 3.976
C -4.705 3.756 1.609
C -4.403 2.479 2.120
C -3.335 1.776 1.638
C -2.504 2.278 0.604
C -1.409 1.532 0.044
C -0.665 2.168 -0.932
C -0.932 3.474 -1.387
C -1.987 4.172 -0.877
C -2.801 3.591 0.122
C -3.910 4.301 0.643
H -5.562 4.302 1.988
H -5.012 2.047 2.904
H -3.118 0.815 2.073
H 0.163 1.642 -1.403
H -0.302 3.915 -2.153
H -2.217 5.172 -1.230
H -4.115 5.293 0.254
I 0.744 -1.909 -5.330
C -0.275 -1.237 -3.649
C -1.481 -0.576 -3.629
N -1.746 -0.340 -2.337
N -0.789 -0.797 -1.528
C 0.118 -1.361 -2.315
H -2.136 -0.270 -4.425
H -2.530 0.143 -1.920
H 0.990 -1.845 -1.909
C 3.274 -3.836 -0.107
C 1.941 -3.883 0.604
N 1.265 -2.597 0.487
C 1.927 -1.402 0.478
N 1.238 -0.289 0.546
C 1.978 0.955 0.691
C 3.204 0.955 -0.204
C 4.069 -0.210 0.222
N 3.286 -1.433 0.262
C 4.044 -2.657 0.456
H 3.130 -3.702 -1.183
H 3.826 -4.762 0.055
H 2.083 -4.141 1.658
H 1.278 -4.638 0.183
H 0.410 -2.646 1.065
H 2.278 1.083 1.738
H 1.311 1.778 0.448
H 3.758 1.891 -0.124
H 2.887 0.824 -1.243
H 4.505 -0.006 1.209
H 4.895 -0.361 -0.477
H 4.256 -2.823 1.520
H 5.000 -2.537 -0.058
```